27
Properties=species:S:1:pos:R:3:forces:R:3:lowdin_spin:R:1 method="wB97M-V/def2-TZVPD" e_above_lowest_kcal_mol=0.0 e_tot_ha=-499.11419 charge=+1 homo_ha="-0.36785 / -0.47048" largest_force_ev_per_a=6.650 e_lumo_ev="-2.82 / -6.78" spin_multiplicity=3
H -4.024066 -1.223294 0.635236 -0.19 0.77 -1.04 0.00
H -2.168811 1.750566 -0.909909 -3.79 1.79 -0.50 0.01
H -1.705963 -1.530296 0.530451 0.07 -0.70 -0.27 0.00
N -1.264462 1.541339 -0.780035 5.88 -3.04 0.66 0.33
H 3.967310 1.320784 -0.975774 0.48 -0.50 0.77 0.01
H -3.952918 0.574364 0.259334 0.02 -0.69 0.07 0.00
H -1.680124 0.076297 1.115042 -0.33 0.24 0.92 0.00
H 1.029433 -3.690650 -0.928853 -0.07 1.01 1.06 0.01
C 1.376601 0.453971 -0.221659 0.68 -0.23 -0.23 0.29
N 2.647123 -0.042836 -0.150573 0.45 -1.44 1.66 0.29
C 0.838176 -3.072920 0.004033 0.09 0.03 -1.35 0.02
H 4.798862 -0.126918 -0.046711 -1.79 1.32 -0.69 0.00
C 3.928133 0.653925 -0.081393 1.46 -0.43 -0.02 0.03
H -3.791968 -0.513597 -1.172062 0.23 -0.46 2.15 0.00
C 0.320940 -0.525389 -0.350679 -0.07 2.13 -0.86 0.02
H 0.855690 -3.645600 0.913712 -0.14 0.03 0.41 0.01
H 4.170162 1.225686 0.850761 -0.89 -0.15 -0.58 0.01
C -1.973814 -0.528778 0.280998 -2.83 1.14 -1.69 0.02
C -1.069215 0.077266 -0.832756 0.60 -1.78 3.49 0.02
H -1.272000 -0.285338 -1.792879 -0.42 -0.46 -1.52 0.01
C -0.278212 2.333387 -0.308916 -0.15 2.45 0.17 0.32
C -3.589072 -0.434540 -0.026325 1.98 0.28 -0.46 0.00
H 2.670784 -1.061754 0.161765 0.00 1.79 -0.81 0.01
H 1.773662 2.442129 0.323543 1.76 1.98 0.86 0.02
H -0.542592 3.449997 -0.250814 0.72 -1.98 0.10 0.01
C 1.040868 1.830918 -0.029999 -2.99 -1.98 -1.67 0.43
C 0.588978 -1.786032 -0.065088 -0.74 -1.11 -0.66 0.13